Entry 1:
ORCA calculation (the ωB97M-V functional and the def2-TZVPD basis) on a structure of composition C55H57BN12O2STeTi.

Cartesian coordinates (Å):
Ti: -1.241 -1.421 -1.237
C: -2.441 -3.102 -5.103
C: -1.752 -2.132 -4.376
N: -2.225 -2.057 -3.135
N: -3.227 -2.960 -3.041
C: -3.358 -3.612 -4.209
B: -3.850 -3.272 -1.656
N: -2.756 -4.081 -0.908
C: -2.778 -5.321 -0.385
C: -1.480 -5.727 -0.163
C: -0.699 -4.653 -0.586
N: -1.462 -3.668 -1.041
N: -4.161 -1.917 -0.921
C: -5.361 -1.350 -0.735
C: -5.183 -0.019 -0.400
C: -3.806 0.171 -0.424
N: -3.198 -0.978 -0.719
N: -5.165 -4.005 -1.821
C: -6.128 -3.778 -2.752
C: -7.277 -4.396 -2.333
C: -6.925 -4.973 -1.098
N: -5.668 -4.724 -0.787
H: -2.295 -3.388 -6.129
H: -0.944 -1.489 -4.684
H: -4.084 -4.398 -4.328
H: -3.719 -5.812 -0.213
H: -1.148 -6.662 0.250
H: 0.372 -4.528 -0.559
H: -6.264 -1.927 -0.843
H: -5.943 0.706 -0.169
H: -3.214 1.051 -0.219
H: -5.937 -3.176 -3.625
H: -8.224 -4.431 -2.842
H: -7.535 -5.558 -0.428
C: 7.718 -0.934 -4.243
C: 6.412 -1.699 -4.075
C: 6.303 -2.294 -2.680
N: 5.039 -2.989 -2.472
C: 4.153 -2.845 -1.491
S: 3.007 -4.015 -1.158
N: 4.234 -1.701 -0.702
C: 4.365 -0.391 -1.173
O: 4.479 -0.111 -2.342
C: 4.352 0.623 -0.082
C: 3.634 1.801 -0.269
C: 3.600 2.743 0.746
C: 4.317 2.530 1.919
C: 5.045 1.362 2.096
C: 5.052 0.399 1.099
H: 7.818 -0.543 -5.255
H: 8.582 -1.570 -4.044
H: 7.757 -0.088 -3.554
H: 6.352 -2.506 -4.813
H: 5.558 -1.041 -4.235
H: 6.410 -1.520 -1.927
H: 7.111 -3.015 -2.518
H: 4.904 -3.844 -2.992
H: 3.705 -1.788 0.158
H: 3.084 1.962 -1.189
H: 3.015 3.644 0.620
H: 4.300 3.273 2.707
H: 5.595 1.196 3.012
H: 5.604 -0.523 1.237
N: 2.574 -1.087 5.277
C: 2.039 -1.194 4.265
C: 1.375 -1.324 2.995
C: 0.452 -2.344 2.782
C: -0.200 -2.434 1.561
C: 0.043 -1.545 0.501
C: 0.984 -0.539 0.762
C: 1.637 -0.410 1.979
H: 0.236 -3.046 3.578
H: -0.940 -3.220 1.457
H: 1.198 0.209 0.007
H: 2.316 0.414 2.157
C: -3.587 8.140 1.856
C: -2.939 6.795 1.676
C: -1.769 6.653 0.944
C: -1.133 5.423 0.808
C: 0.132 5.346 -0.004
C: -1.698 4.292 1.414
Te: -0.723 2.417 1.173
N: -0.679 0.105 -1.740
C: 0.271 0.892 -2.328
O: 0.429 2.083 -2.137
C: 1.164 0.133 -3.275
C: 1.839 0.831 -4.268
C: 2.619 0.154 -5.192
C: 2.744 -1.225 -5.114
C: 2.101 -1.925 -4.103
C: 1.312 -1.245 -3.189
C: -0.661 1.840 3.224
C: 0.219 2.515 4.082
C: 0.973 3.750 3.662
C: 0.418 2.030 5.370
C: -0.226 0.891 5.832
C: 0.057 0.333 7.198
C: -1.121 0.263 4.978
C: -1.353 0.715 3.681
C: -2.385 -0.025 2.870
C: -2.896 4.407 2.130
C: -3.574 3.229 2.774
C: -3.487 5.660 2.256
H: -3.297 8.828 1.062
H: -3.290 8.587 2.807
H: -4.673 8.056 1.858
H: -1.331 7.523 0.468
H: 0.480 6.343 -0.270
H: -0.015 4.775 -0.924
H: 0.919 4.838 0.557
H: 1.731 1.907 -4.304
H: 3.131 0.703 -5.972
H: 3.355 -1.756 -5.835
H: 2.219 -2.998 -4.009
H: 0.831 -1.829 -2.404
H: 1.781 3.489 2.975
H: 1.407 4.244 4.531
H: 0.327 4.463 3.150
H: 1.109 2.550 6.024
H: 0.565 1.066 7.826
H: 0.707 -0.541 7.118
H: -0.863 0.028 7.698
H: -1.652 -0.619 5.323
H: -2.354 -1.090 3.097
H: -2.237 0.097 1.798
H: -3.389 0.336 3.116
H: -3.453 2.329 2.168
H: -4.638 3.426 2.903
H: -3.145 3.014 3.755
H: -4.413 5.744 2.816

Cartesian forces (eV/Å) of the 2 atoms listed first:
-0.353 0.294 0.101
-0.019 -0.018 0.030

Energy relative to the best compared isomer or geometry (same formula, charge and spin), kcal per mole: 6.5
Kohn-Sham gap, eV: 6.99
LUMO level, eV: -0.290

=====

Entry 2:
ORCA calculation (the ωB97M-V functional and the def2-TZVPD basis) on an isolated molecule of C4H5NO at a distorted geometry.

Cartesian coordinates (Å):
N: -2.033 2.019 -0.564
C: -1.014 1.654 -0.153
C: 0.221 1.064 0.360
C: 0.032 -0.440 0.405
C: 0.323 -1.377 -0.675
O: 1.198 -1.230 0.440
H: 0.388 1.423 1.383
H: 1.079 1.380 -0.242
H: -0.772 -0.718 1.086
H: -0.225 -2.317 -0.683
H: 0.695 -1.046 -1.642

Cartesian forces (eV/Å) of the 2 atoms listed first:
1.093 -0.283 0.437
-1.090 0.416 -0.487

Energy relative to the best compared isomer or geometry (same formula, charge and spin), kcal per mole: 37.3
Kohn-Sham gap, eV: 11.79
LUMO level, eV: 0.858

=====

Entry 3:
ORCA calculation (the ωB97M-V functional and the def2-TZVPD basis) on a cluster of 2 separate species, C5H14 in total at a distorted geometry.

Cartesian coordinates (Å):
C: 0.670 -2.981 0.927
C: 0.881 -1.908 -0.150
C: 0.778 -0.484 0.417
H: 1.589 -3.477 1.232
H: -0.046 -2.585 1.703
H: 0.254 -3.807 0.355
H: 1.814 -1.818 -0.813
H: 0.291 -2.088 -1.062
H: -0.187 -0.390 0.969
H: 1.584 -0.373 1.186
H: 0.950 0.289 -0.346
C: -1.563 1.988 -0.443
C: -0.693 3.211 -0.692
H: -2.111 1.892 0.481
H: -2.217 1.930 -1.349
H: -1.023 1.032 -0.450
H: 0.118 3.225 0.099
H: -1.113 4.204 -0.652
H: -0.278 3.080 -1.692

Cartesian forces (eV/Å) of the 2 atoms listed first:
-0.103 -0.174 -1.506
1.434 1.421 -1.882

Energy relative to the best compared isomer or geometry (same formula, charge and spin), kcal per mole: 26.1
Kohn-Sham gap, eV: 11.72
LUMO level, eV: 1.127

=====

Entry 4:
ORCA calculation (the ωB97M-V functional and the def2-TZVPD basis) on a structure of composition C21H25ClIrN2S at a distorted geometry.

Cartesian coordinates (Å):
C: -3.104 4.034 -3.315
C: -2.892 2.869 -4.189
C: -4.303 4.055 -2.457
C: -1.941 4.845 -2.916
Cl: -1.824 1.571 -0.280
H: -5.075 4.725 -2.857
H: -4.057 4.355 -1.429
H: -4.726 3.046 -2.358
H: -3.158 3.091 -5.230
H: -3.490 2.012 -3.847
H: -1.852 2.516 -4.144
H: -1.878 5.779 -3.490
H: -1.006 4.279 -3.043
H: -1.976 5.085 -1.843
C: -1.466 -2.172 0.772
C: -2.794 -1.609 0.917
C: -3.192 -1.115 -0.360
H: -3.386 -1.653 1.832
C: -2.120 -1.279 -1.266
C: -1.023 -1.886 -0.580
H: -0.052 -2.183 -0.982
H: -0.917 -2.742 1.516
H: -4.155 -0.663 -0.592
H: -2.115 -1.000 -2.318
C: 0.937 0.404 1.343
C: 0.216 -0.525 2.177
C: -0.864 0.229 2.826
H: 0.510 -1.547 2.375
C: -0.666 1.603 2.495
C: 0.406 1.705 1.587
H: 0.786 2.622 1.156
H: 1.816 0.137 0.757
H: -1.541 -0.234 3.540
H: -1.255 2.442 2.848
Ir: -1.133 -0.170 0.767
N: 0.749 -4.115 1.800
C: 1.954 -3.553 1.474
N: 2.473 -2.513 2.083
C: 3.739 -2.217 1.620
C: 4.606 -1.230 2.122
C: 5.906 -1.148 1.612
C: 6.331 -2.009 0.586
C: 5.453 -2.963 0.052
C: 4.173 -3.081 0.572
S: 2.904 -4.205 0.139
H: 0.550 -4.998 1.341
H: 0.525 -4.087 2.794
H: 4.231 -0.567 2.910
H: 6.588 -0.400 2.024
H: 7.353 -1.924 0.214
H: 5.753 -3.617 -0.758

Cartesian forces (eV/Å) of the 2 atoms listed first:
0.299 -0.532 0.710
0.098 -0.591 -0.257

⟨S²⟩: 8.80
Kohn-Sham gap (spin up / spin down), eV: 3.80 / 4.90
Multiplicity: 6
LUMO level (spin up / spin down), eV: -6.489 / -10.153
Total charge: +2